1.
DFT (ωB97M-V with the def2-TZVPD basis set) results for C36H36N8O4PPdS3 as an isolated structure.

```
89
Properties=species:S:1:pos:R:3:forces:R:3
Pd 0.250 -0.730 1.161 -0.6 0.2 -0.3
C -5.341 -1.802 -0.464 0.0 0.0 0.0
C -4.747 -1.018 0.683 0.0 0.0 0.0
O -4.015 -1.902 1.551 0.0 0.0 0.0
P -2.412 -1.815 1.582 0.3 0.3 0.0
S -1.819 -0.035 2.318 0.0 -0.3 0.2
S -1.544 -2.160 -0.152 -0.1 -0.1 0.0
O -2.099 -2.998 2.597 0.0 -0.1 0.0
C -2.614 -2.964 3.942 0.0 0.0 0.0
C -3.743 -3.958 4.093 0.0 0.0 0.0
H -5.927 -1.142 -1.106 0.0 0.0 0.0
H -5.994 -2.591 -0.090 0.0 0.0 0.0
H -4.548 -2.256 -1.058 0.0 0.0 0.0
H -5.518 -0.551 1.297 0.0 0.0 0.0
H -4.084 -0.230 0.318 0.0 0.0 0.0
H -2.932 -1.949 4.188 0.0 0.0 0.0
H -1.773 -3.218 4.588 0.0 0.0 0.0
H -4.563 -3.706 3.421 0.0 0.0 0.0
H -4.112 -3.947 5.120 0.0 0.0 0.0
H -3.397 -4.965 3.859 0.0 0.0 0.0
C 3.610 -0.816 -3.328 0.0 0.0 0.0
N 2.992 -1.178 -2.065 0.0 0.1 0.0
C 2.194 -0.449 -1.278 0.1 -0.1 -0.1
N 1.762 -1.196 -0.285 0.2 -0.1 0.0
C 2.340 -2.406 -0.512 0.0 0.0 0.0
N 3.088 -2.437 -1.588 0.0 -0.1 0.0
C 2.706 -1.071 -4.511 0.1 0.0 0.0
C 3.078 -1.954 -5.513 0.0 0.0 0.0
C 2.241 -2.176 -6.601 0.0 0.0 0.0
C 1.026 -1.524 -6.690 0.0 0.0 0.0
C 0.646 -0.640 -5.682 0.1 -0.1 0.0
C 1.488 -0.415 -4.602 0.0 0.0 0.0
C -0.641 0.036 -5.755 -0.2 0.1 0.0
N -1.547 -0.028 -6.668 0.2 -0.1 0.0
N -2.586 0.781 -6.251 -0.1 0.1 0.1
C -2.233 1.277 -5.116 0.0 -0.1 -0.2
O -1.004 0.853 -4.736 0.1 0.0 0.1
C -2.969 2.165 -4.227 0.0 0.1 0.2
C -4.289 2.499 -4.510 0.0 -0.1 -0.1
C -4.988 3.303 -3.628 0.0 0.0 0.0
C -4.384 3.765 -2.469 0.0 0.0 0.0
C -3.060 3.446 -2.187 0.0 0.0 0.0
C -2.421 3.983 -0.923 0.0 0.0 0.0
N -1.185 3.309 -0.573 0.0 -0.1 -0.1
C -0.990 2.022 -0.255 0.0 0.0 0.0
N 0.300 1.780 -0.130 0.1 0.1 0.1
C 0.863 2.987 -0.395 -0.2 0.1 0.0
N 0.004 3.943 -0.678 0.0 0.0 0.0
C -2.355 2.651 -3.074 0.0 0.0 0.0
H 4.522 -1.403 -3.412 0.0 0.0 0.0
H 3.887 0.237 -3.270 0.0 0.0 0.0
H 1.944 0.583 -1.449 0.0 0.0 0.0
H 2.200 -3.251 0.139 0.0 0.0 0.0
H 4.023 -2.479 -5.441 0.0 0.0 0.0
H 2.538 -2.870 -7.376 0.0 0.0 0.0
H 0.358 -1.692 -7.524 0.0 0.0 0.0
H 1.179 0.270 -3.822 0.0 0.0 0.0
H -4.753 2.112 -5.407 0.0 0.0 0.0
H -6.019 3.560 -3.836 0.0 0.0 0.0
H -4.949 4.377 -1.774 0.0 0.0 0.0
H -3.119 3.905 -0.088 0.0 0.0 0.0
H -2.156 5.033 -1.043 0.0 0.0 0.0
H -1.778 1.299 -0.115 0.0 0.0 0.0
H 1.926 3.173 -0.376 0.0 0.0 0.0
H -1.326 2.388 -2.872 0.0 0.0 0.0
O 2.744 -1.803 2.390 -0.1 -0.3 0.1
S 3.144 -0.377 2.480 0.3 0.1 -0.1
C 4.542 -0.368 3.613 -0.1 0.1 0.1
C 4.822 -1.519 4.328 0.0 0.0 0.0
C 5.905 -1.524 5.196 0.0 0.0 0.0
C 6.693 -0.390 5.336 0.0 0.0 0.0
C 6.406 0.755 4.604 0.0 0.0 0.0
C 5.328 0.768 3.733 0.0 0.0 0.0
C 1.941 0.428 3.522 0.0 0.1 0.0
C 1.702 1.782 3.346 0.0 0.0 0.0
C 0.752 2.405 4.143 0.0 0.0 0.0
C 0.054 1.669 5.089 0.0 0.0 0.0
C 0.291 0.308 5.240 0.0 0.0 0.0
C 1.235 -0.324 4.450 0.0 0.0 0.0
H 4.197 -2.391 4.181 0.0 0.0 0.0
H 6.136 -2.418 5.761 0.0 0.0 0.0
H 7.538 -0.400 6.013 0.0 0.0 0.0
H 7.026 1.636 4.707 0.0 0.0 0.0
H 5.102 1.655 3.153 0.0 0.0 0.0
H 2.234 2.334 2.580 0.0 0.0 0.0
H 0.544 3.460 4.013 0.0 0.0 0.0
H -0.698 2.153 5.699 0.0 0.0 0.0
H -0.281 -0.262 5.960 0.0 0.0 0.0
H 1.416 -1.390 4.513 0.0 0.0 0.0
```
Positions in Å, forces in eV/Å.

energy relative to the best compared isomer or geometry (same formula, charge and spin): 12.1 kcal/mol
HOMO-LUMO gap (alpha / beta): 6.65 / 7.40 eV
⟨S²⟩: 0.753
2S+1: 2
HOMO level (alpha / beta): -6.71 / -7.47 eV

2.
DFT (ωB97M-V with the def2-TZVPD basis set) results for one molecule with the formula C2H4O3.

```
9
Properties=species:S:1:pos:R:3:forces:R:3
O 1.927 -0.638 0.005 -4.3 3.4 -1.2
C 0.824 -0.017 -0.165 4.8 -0.7 1.2
O 0.587 1.375 -0.104 2.3 -0.2 0.0
C -0.444 -0.745 -0.125 -4.1 -0.4 1.1
O -1.678 0.105 -0.043 1.9 -0.9 0.2
H 1.388 2.029 0.037 -1.8 -2.7 -0.4
H -0.819 -1.610 -0.697 1.1 0.9 -1.6
H -0.355 -1.450 0.722 0.1 1.1 0.9
H -1.430 0.951 0.371 0.0 -0.5 -0.2
```
Positions in Å, forces in eV/Å.

energy relative to the best compared isomer or geometry (same formula, charge and spin): 37.7 kcal/mol
HOMO-LUMO gap: 10.92 eV
SMILES: O=C(O)CO
2S+1: 1
HOMO level: -10.57 eV

3.
DFT (ωB97M-V with the def2-TZVPD basis set) results for a 9-piece molecular cluster, C8H35N2O15S2 overall.

```
62
Properties=species:S:1:pos:R:3:forces:R:3
O 0.725 1.347 0.178 0.9 2.2 -1.6
H 0.822 0.763 -0.578 0.4 -0.6 -1.0
H -0.086 1.083 0.620 -3.5 -0.4 1.1
H 1.424 1.177 0.814 1.9 -0.3 1.1
O 1.894 -1.500 2.886 2.2 -2.9 1.7
H 2.328 -2.164 2.346 -0.4 -0.5 0.2
H 2.221 -0.655 2.568 0.6 3.5 -1.5
H 0.940 -1.469 2.788 -4.2 0.7 -0.2
O 4.273 -0.720 0.473 3.1 -2.7 1.6
H 4.051 -1.625 0.704 0.6 -0.6 -0.6
H 4.309 -0.567 -0.474 -0.4 0.3 -2.6
H 3.584 -0.231 0.929 -3.4 3.3 1.6
O 1.167 -2.864 -0.873 -0.2 -2.8 2.1
H 1.718 -2.989 -0.097 0.5 -0.8 -0.1
H 1.660 -2.614 -1.658 1.4 0.7 -2.6
H 0.639 -2.147 -0.514 -3.0 2.6 0.9
O 2.559 0.563 1.645 1.9 -1.3 1.1
H 3.263 0.868 2.250 -0.8 0.7 -0.3
S 2.623 -0.661 -2.607 -2.3 -1.7 1.5
O 1.527 -0.138 -1.831 0.0 0.7 -0.5
O 3.862 -0.562 -1.896 2.7 1.0 0.3
O 2.387 -2.093 -2.814 0.1 -0.5 -1.1
O 2.871 -0.051 -3.923 0.2 0.8 -1.2
S -1.165 -0.699 1.399 -4.6 -3.4 2.1
O -1.474 0.652 1.040 0.5 3.0 -1.6
O -0.275 -1.307 0.388 2.5 -0.5 -0.9
O -0.556 -0.654 2.745 2.7 -0.9 0.5
O -2.397 -1.482 1.468 0.8 0.1 -0.3
C -0.676 3.643 4.230 -0.6 -0.4 -1.1
C -0.849 4.223 2.793 0.0 -0.4 1.5
C 0.483 4.403 2.195 0.3 1.8 0.2
O 0.340 4.827 0.852 0.4 -0.6 -1.0
C 0.065 6.187 0.576 1.2 0.3 0.8
N -1.597 3.394 1.909 -0.9 -0.9 -0.8
H -0.235 2.647 4.188 0.0 -0.2 -0.3
H -1.686 3.491 4.610 0.2 0.2 0.5
H 0.004 4.196 4.878 -0.4 0.5 0.0
H -1.399 5.162 2.841 0.2 0.3 0.2
H 0.996 3.445 2.282 0.3 0.0 -0.6
H 0.991 5.153 2.802 0.7 0.2 -0.1
H 0.950 6.741 0.889 0.2 0.4 0.1
H -0.767 6.635 1.118 -0.4 -0.4 -0.1
H -0.015 6.352 -0.498 -0.3 -0.4 0.1
H -1.124 2.524 1.709 -0.2 -0.9 1.2
H -1.398 3.746 0.984 -0.7 0.9 -0.4
C -2.527 -5.547 -2.252 -0.9 1.2 0.1
C -2.792 -4.175 -3.068 1.2 -1.0 0.6
C -2.237 -3.049 -2.272 -1.0 0.9 0.9
O -2.437 -1.834 -3.017 0.1 -0.1 0.0
C -1.861 -0.663 -2.456 0.7 -0.4 0.7
N -2.055 -4.154 -4.338 -0.9 -1.0 -0.3
H -1.502 -5.896 -2.379 -0.2 -0.1 -0.4
H -3.279 -6.332 -2.330 0.2 -0.2 -1.3
H -2.688 -5.442 -1.179 0.4 1.0 0.3
H -3.845 -3.916 -3.184 -0.3 -0.6 -0.1
H -1.213 -3.286 -1.985 0.4 0.5 -0.2
H -2.863 -3.017 -1.380 0.4 0.4 0.5
H -2.238 0.278 -2.856 -0.4 -0.4 -0.5
H -0.786 -0.690 -2.636 0.2 0.1 -0.1
H -1.978 -0.611 -1.374 -0.3 -0.2 0.1
H -1.928 -3.198 -4.640 0.0 0.3 0.3
H -2.744 -4.504 -4.988 0.4 -0.4 -0.7
```
Positions in Å, forces in eV/Å.

HOMO-LUMO gap (alpha / beta): 5.81 / 3.04 eV
⟨S²⟩: 0.760
2S+1: 2
HOMO level (alpha / beta): -8.37 / -8.37 eV

4.
DFT (ωB97M-V with the def2-TZVPD basis set) results for C5H8BiLiO4 as an isolated structure.

```
19
Properties=species:S:1:pos:R:3:forces:R:3
C -0.485 -2.712 -0.401 0.0 0.5 -0.5
C 0.487 -2.257 0.666 3.4 -0.9 -2.0
O 0.071 -1.192 1.444 1.4 -1.5 0.4
Li 1.245 -0.123 2.468 0.7 -0.4 0.6
H -0.346 -3.782 -0.611 -0.1 0.4 0.0
H -1.529 -2.565 -0.083 0.1 -0.2 0.0
H -0.295 -2.165 -1.338 -0.3 -0.2 0.1
H 1.528 -1.828 0.086 -2.3 -1.9 1.6
O 0.706 1.213 1.048 2.4 0.3 -0.6
C -1.922 1.754 -0.327 -2.3 2.2 -6.0
C 1.190 1.710 0.000 -1.3 3.9 1.7
O -3.080 1.940 -0.644 2.6 -1.1 2.4
O -1.019 2.421 -1.154 0.3 -0.1 0.9
C 0.366 2.488 -0.973 0.3 -1.0 -1.3
Bi -1.159 0.248 1.028 -6.5 0.5 3.6
H 2.194 2.159 0.114 0.3 -1.1 -0.6
H 0.810 2.265 -1.958 0.1 0.5 0.0
H 0.632 3.537 -0.730 0.3 -0.2 0.1
H 0.607 -3.109 1.361 0.8 0.5 -0.4
```
Positions in Å, forces in eV/Å.

energy relative to the best compared isomer or geometry (same formula, charge and spin): 5.1 kcal/mol
HOMO-LUMO gap (alpha / beta): 6.93 / 6.93 eV
total charge: +2
2S+1: 1
HOMO level (alpha / beta): -17.29 / -17.29 eV

5.
DFT (ωB97M-V with the def2-TZVPD basis set) results for a 2-piece molecular cluster, C9H17NOS overall.

```
29
Properties=species:S:1:pos:R:3:forces:R:3
C 3.285 1.816 -1.380 2.3 0.4 1.5
C 3.431 0.499 -1.433 -1.1 1.0 -1.2
C 0.011 -2.079 -0.648 -2.4 -1.4 0.2
C -1.204 -1.020 1.633 -1.1 1.5 -0.9
C -1.314 1.182 0.191 -0.6 0.3 1.1
C -2.619 -0.707 -0.604 0.6 -1.4 -0.8
C 3.995 -0.231 -0.272 -0.8 0.7 0.5
C 2.359 -1.772 1.276 -0.5 0.1 0.9
C -1.359 -0.306 0.156 -1.2 -1.4 2.0
N -0.188 -0.847 -0.528 -0.7 2.9 -0.2
O 0.619 0.042 -0.887 1.3 0.3 -0.9
S 2.580 -0.196 0.941 0.8 -0.8 0.7
H 2.915 2.340 -2.215 -0.8 0.7 -0.6
H 3.802 2.388 -0.552 -0.8 -0.4 -1.0
H 2.797 0.119 -2.277 1.2 -0.8 1.0
H -0.835 -2.754 -0.556 0.7 -0.1 0.4
H -0.436 -1.790 1.558 -1.2 -0.7 0.1
H -0.700 -0.370 2.324 0.1 1.1 0.2
H -2.215 -1.185 2.093 1.1 -0.6 -0.5
H -0.344 1.463 0.486 1.2 0.8 0.3
H -2.014 1.605 0.927 0.0 -0.4 -0.2
H -1.553 1.579 -0.771 0.1 0.4 -0.6
H -3.434 -0.685 0.058 -1.2 -0.3 1.0
H -2.932 -0.011 -1.388 0.7 -0.1 -0.2
H -2.490 -1.738 -1.030 -0.6 1.0 0.3
H 4.905 0.212 0.192 -0.8 0.1 -0.4
H 4.167 -1.261 -0.394 0.2 -1.3 -0.3
H 0.910 -2.216 -1.057 3.2 -1.6 -1.7
H 1.603 -1.825 2.122 0.5 0.2 -0.9
```
Positions in Å, forces in eV/Å.

energy relative to the best compared isomer or geometry (same formula, charge and spin): 174.6 kcal/mol
HOMO-LUMO gap: 8.88 eV
2S+1: 1
HOMO level: -8.19 eV

6.
DFT (ωB97M-V with the def2-TZVPD basis set) results for one molecule with the formula C21H27N3O5.

```
56
Properties=species:S:1:pos:R:3:forces:R:3
C 6.944 2.053 -0.246 -0.2 -0.3 -0.1
C 6.602 0.755 -0.962 0.5 0.1 0.0
O 5.298 0.292 -0.607 -0.3 0.1 -0.2
C 5.185 -0.397 0.533 -0.3 -0.3 0.4
O 6.113 -0.666 1.251 0.2 0.0 0.0
C 3.750 -0.806 0.793 0.1 0.2 -0.3
C 2.839 0.424 0.873 -0.2 -0.2 0.1
C 1.383 -0.018 1.067 0.2 0.2 0.1
N 0.915 -0.940 0.047 0.0 -0.2 -0.1
C 0.600 -0.299 -1.212 0.0 0.1 0.0
C -0.778 0.364 -1.173 0.2 0.0 0.0
O -1.098 1.241 -1.944 0.0 0.0 -0.2
N -1.567 -0.162 -0.200 0.1 -0.3 0.4
C -2.937 0.016 -0.054 -0.6 -0.7 -0.2
C -3.820 -1.058 -0.008 0.5 0.7 0.0
C -3.486 -2.462 -0.049 0.2 -0.4 0.0
O -2.355 -2.905 -0.086 -0.2 0.0 0.0
O -4.586 -3.250 -0.032 0.0 0.6 0.0
C -4.339 -4.646 -0.069 0.2 -0.4 0.0
N -5.104 -0.579 0.120 -0.1 -0.2 0.0
C -5.068 0.776 0.168 0.4 0.3 0.0
C -6.123 1.675 0.303 -0.2 0.2 0.0
C -5.807 3.010 0.378 -0.2 -0.3 0.0
C -4.478 3.442 0.349 0.3 0.0 0.0
C -3.415 2.574 0.213 -0.2 0.1 0.0
C -2.010 3.075 0.238 0.1 0.1 -0.2
C -3.714 1.203 0.082 -0.5 0.0 0.0
C 1.781 -2.097 -0.044 0.2 -0.1 -0.2
C 3.247 -1.740 -0.314 -0.2 -0.1 0.2
H 6.193 2.810 -0.457 0.0 0.1 0.0
H 7.913 2.410 -0.583 0.1 0.1 0.0
H 6.985 1.884 0.827 0.0 0.0 0.1
H 6.567 0.898 -2.044 0.0 -0.1 0.1
H 7.332 -0.020 -0.710 -0.1 0.1 -0.1
H 3.733 -1.337 1.751 0.1 0.1 -0.1
H 3.139 1.062 1.706 0.0 0.1 0.0
H 2.936 1.001 -0.048 0.0 0.1 0.0
H 1.286 -0.524 2.033 0.0 0.1 0.0
H 0.726 0.854 1.071 0.0 0.0 0.1
H 0.548 -1.059 -1.996 0.0 0.0 0.0
H 1.327 0.458 -1.536 -0.1 0.0 0.0
H -1.208 -1.041 0.175 0.1 0.3 0.0
H -3.795 -4.911 -0.978 -0.1 0.0 0.1
H -5.313 -5.128 -0.053 0.0 0.0 0.0
H -3.745 -4.950 0.795 -0.1 0.0 -0.1
H -5.920 -1.163 0.170 0.1 0.1 0.0
H -7.143 1.327 0.355 -0.1 0.0 0.0
H -6.594 3.742 0.481 -0.1 0.0 0.0
H -4.278 4.499 0.449 0.1 0.1 0.0
H -1.412 2.495 0.940 0.1 0.0 0.1
H -1.979 4.123 0.523 0.0 0.0 0.1
H -1.564 2.964 -0.749 0.1 0.1 0.1
H 1.710 -2.630 0.910 0.0 -0.1 0.0
H 1.399 -2.757 -0.826 0.0 0.0 0.1
H 3.336 -1.237 -1.278 0.0 0.0 0.0
H 3.850 -2.648 -0.342 0.0 0.0 -0.1
```
Positions in Å, forces in eV/Å.

energy relative to the best compared isomer or geometry (same formula, charge and spin): 34.8 kcal/mol
HOMO-LUMO gap: 8.14 eV
SMILES: CCOC(=O)C1CCN(CC(=O)Nc2c(C(=O)OC)[nH]c3cccc(C)c23)CC1
2S+1: 1
HOMO level: -7.72 eV

| no. | F_max (eV Å⁻¹) | DFT total energy (Eh) |
| --- | --- | --- |
| 1 | 0.67 | -3796.347701 |
| 2 | 5.63 | -304.281664 |
| 3 | 6.12 | -2359.998968 |
| 4 | 7.44 | -717.629082 |
| 5 | 3.95 | -881.039323 |
| 6 | 0.93 | -1356.961719 |